Entry 1:
C4H6CuO2 | ωB97M-V/def2-TZVPD

Results
2S+1 = 2
HOMO energy (alpha / beta) = -8.54 / -8.37 eV
Kohn-Sham gap (alpha / beta) = 7.93 / 7.64 eV
E = -1946.73954 Ha
Relative energy (zero: lowest compared OMol25 entry of this formula, charge and spin) = 210.8 kJ/mol
E_LUMO (alpha / beta) = -0.61 / -0.72 eV

```
13
Properties=species:S:1:pos:R:3:forces:R:3:mulliken_charge:R:1
Cu 2.518 0.593 0.797 -0.4 -0.3 0.0 0.26
O 3.390 0.129 -0.687 0.3 0.0 -0.2 -0.65
O -2.423 1.079 0.079 -0.2 -0.1 0.2 -0.51
C 0.786 -0.713 0.397 1.4 -0.4 -1.9 -0.54
C 1.734 -1.236 -0.253 -1.4 -0.4 2.3 0.23
C -1.179 0.620 -0.406 0.4 0.2 -0.4 -0.38
C -0.631 -0.381 0.607 -0.3 0.0 0.7 -0.12
H -2.745 1.788 -0.485 0.0 0.0 -0.1 0.31
H -1.293 0.126 -1.385 0.1 0.1 0.2 0.28
H 2.274 -2.184 -0.291 0.2 0.9 -0.6 0.32
H -1.209 -1.317 0.538 0.1 0.3 0.2 0.24
H -0.472 1.459 -0.530 -0.1 -0.3 0.0 0.29
H -0.749 0.036 1.620 -0.2 -0.1 -0.4 0.28
```
Positions in Å, forces in eV/Å.

---

Entry 2:
C6H12O | ωB97M-V/def2-TZVPD

Results
SMILES = C=CCCO.C=C
HOMO energy = -9.04 eV
Kohn-Sham gap = 9.92 eV
E = -310.93641 Ha
Relative energy (zero: lowest compared OMol25 entry of this formula, charge and spin) = 322.6 kJ/mol
E_LUMO = 0.87 eV

```
19
Properties=species:S:1:pos:R:3:forces:R:3:mulliken_charge:R:1
O -2.575 1.023 -0.541 0.0 -0.1 -0.3 -0.54
C 1.624 -1.129 0.733 0.7 -0.8 1.3 -0.47
C 0.538 0.042 -1.040 -1.0 0.9 -1.3 -0.21
C -1.535 0.744 0.373 0.2 0.0 0.4 -0.80
C -0.207 -0.798 -1.751 0.0 -0.1 -0.1 -0.91
C -0.109 1.007 -0.097 0.1 0.3 0.4 -0.14
C 1.266 -0.385 1.777 0.6 -1.1 0.5 -0.73
H -0.075 1.964 -0.632 -0.1 0.1 0.3 0.33
H 2.578 -0.984 0.241 0.0 0.0 0.0 0.25
H -2.438 0.481 -1.326 0.0 0.1 0.0 0.37
H 1.917 0.377 2.195 -0.1 0.1 -0.2 0.33
H 0.088 -1.136 -2.733 0.3 -0.6 0.2 0.23
H 0.485 1.033 0.833 -0.3 0.8 -0.8 0.21
H 1.534 0.314 -1.394 -0.2 0.0 0.0 0.42
H 1.062 -2.002 0.440 -0.1 0.1 -0.1 0.26
H -1.615 -0.281 0.776 0.0 0.2 -0.1 0.32
H -1.164 -1.141 -1.363 -0.1 0.2 -0.3 0.36
H -1.700 1.429 1.208 -0.1 -0.1 0.0 0.37
H 0.329 -0.560 2.300 0.2 0.0 0.0 0.35
```
Positions in Å, forces in eV/Å.